One molecule with the formula C20H26N6OS at a distorted geometry, computed with wB97M-V/def2-TZVPD.

```
54
Properties=species:S:1:pos:R:3:forces:R:3
C -2.5805 -1.8156 -0.6423 -0.15 0.11 0.24
H -2.9921 -1.5829 -1.6206 -0.04 0.02 -0.13
H -2.7360 -2.8737 -0.4442 0.03 -0.17 -0.02
H -1.5133 -1.6099 -0.6700 0.10 -0.05 -0.05
C -3.2666 -0.9799 0.4399 0.18 -0.18 -0.11
N -3.0545 0.4422 0.2646 -0.25 0.00 0.07
C -1.7629 0.9266 0.2467 0.36 0.18 0.09
C -1.3761 2.0082 -0.5563 -0.12 -0.09 -0.01
C -0.0860 2.4871 -0.5381 0.23 -0.06 0.24
C 0.8767 1.9181 0.2872 -0.34 -0.11 0.10
C 0.5143 0.8473 1.0949 0.23 0.04 0.02
C -0.7739 0.3595 1.0631 -0.21 0.05 -0.15
H -1.0142 -0.4737 1.7034 -0.07 -0.10 0.08
H 1.2422 0.3971 1.7508 0.04 -0.01 0.02
N 2.1888 2.4173 0.1970 -0.04 0.43 -0.13
C 3.2824 2.0407 0.8914 0.27 0.51 -0.02
O 3.2830 1.3272 1.8782 -0.07 -0.14 0.14
C 4.5782 2.5264 0.2675 0.09 -0.30 -0.17
H 4.4516 3.3831 -0.3919 -0.02 0.02 0.08
H 5.3283 2.7288 1.0293 -0.14 0.06 0.05
S 5.2609 1.1239 -0.7224 -0.19 0.19 -0.11
C 3.7555 0.3658 -1.2028 1.08 0.33 0.03
N 2.9774 0.8267 -2.1476 0.72 0.37 -0.06
N 1.8860 0.0809 -2.2325 -0.98 -0.39 -0.38
C 1.9716 -0.8682 -1.3293 0.92 0.27 0.37
N 1.1016 -1.8341 -1.0736 -0.60 -0.68 0.04
C 1.3895 -2.6713 -0.1132 -0.06 0.21 -0.27
C 2.5780 -2.5666 0.6533 0.35 0.36 -0.05
C 3.4912 -1.5826 0.4007 -0.15 -0.59 0.50
N 3.1841 -0.7324 -0.6167 -1.04 0.12 -0.74
C 4.7374 -1.3906 1.1831 0.11 0.03 0.10
H 5.6035 -1.3097 0.5289 0.02 -0.06 0.07
H 4.6547 -0.4609 1.7502 0.08 -0.03 -0.04
H 4.8749 -2.2160 1.8754 -0.05 -0.10 -0.01
H 2.7613 -3.2705 1.4485 0.09 -0.04 0.08
C 0.4162 -3.7648 0.1733 -0.01 -0.03 -0.02
H -0.1358 -3.5337 1.0837 -0.08 -0.03 0.10
H 0.9369 -4.7081 0.3233 -0.01 -0.10 0.04
H -0.2851 -3.8546 -0.6497 -0.04 -0.02 -0.01
H 2.3299 3.0147 -0.6074 0.18 -0.21 0.15
H 0.1882 3.3005 -1.1950 0.02 0.10 -0.09
H -2.0750 2.4665 -1.2369 -0.10 0.01 -0.07
C -4.1588 1.2514 -0.2162 -0.27 0.03 -0.02
H -3.8117 2.2882 -0.1922 -0.03 -0.13 -0.01
C -4.5834 0.9041 -1.6468 0.18 0.23 0.22
H -3.7267 0.9395 -2.3154 0.06 -0.01 -0.12
H -5.3290 1.6144 -1.9962 -0.12 0.04 -0.09
H -5.0154 -0.0927 -1.6896 -0.06 -0.14 -0.02
C -5.3552 1.1732 0.7402 0.23 0.12 -0.13
H -5.8877 0.2296 0.6532 -0.07 -0.10 0.00
H -5.0196 1.2919 1.7674 0.00 0.02 0.10
H -6.0547 1.9726 0.5092 -0.14 0.06 -0.02
H -4.3390 -1.1683 0.4141 0.03 0.02 0.10
H -2.9114 -1.2927 1.4282 -0.13 -0.05 -0.02
```
Forces are in eV/Å.

Calculated values
- structure (SMILES) = CCN(c1ccc(NC(=O)CSc2nnc3nc(C)cc(C)n23)cc1)C(C)C
- energy relative to the best compared isomer or geometry (same formula, charge and spin) (kJ/mol) = 15.87
- net charge = 0
- orbital gap (eV) = 7.6